{"formula": "C2H6Cl4GeN2O2Pt", "method": "ωB97M-V with the def2-TZVPD basis set", "elements": ["Pt", "C", "O", "C", "O", "N", "N", "H", "H", "H", "H", "H", "H", "Cl", "Ge", "Cl", "Cl", "Cl"], "positions_angstrom": [[0.317489, 0.005650, 0.101467], [-2.595578, -1.075241, 3.829368], [-2.651560, -1.676841, 2.504630], [-1.812213, -1.234806, 1.626127], [-0.969140, -0.338594, 1.826347], [-1.928717, -1.831698, 0.430947], [-1.087292, -1.419070, -0.591930], [-3.379246, -1.574501, 4.385380], [-2.786827, -0.008710, 3.751586], [-1.620419, -1.262240, 4.270679], [-2.622451, -2.547068, 0.259312], [-1.643156, -1.030820, -1.351400], [-0.587380, -2.227132, -0.964420], [3.089096, -0.480842, -2.324865], [1.155449, 0.372791, -2.140000], [1.145587, 2.424379, -2.651926], [-0.122413, -0.649566, -3.550265], [1.853490, 1.326620, 0.893023]], "forces_ev_per_angstrom": [[-0.1, 0.0, 0.0], [0.0, 0.0, 0.1], [0.0, 0.0, 0.0], [0.3, 0.5, 0.4], [-0.3, -0.2, 0.0], [-0.5, -0.5, 0.2], [0.3, 0.0, -0.6], [0.0, 0.0, 0.0], [0.0, 0.0, 0.0], [0.0, 0.0, 0.0], [0.0, 0.1, 0.0], [0.1, 0.1, -0.2], [0.1, 0.1, -0.1], [-0.1, 0.1, 0.0], [0.2, 0.1, 0.1], [0.0, -0.1, 0.0], [0.0, 0.0, 0.3], [0.0, -0.1, -0.2]], "mulliken_charge": [0.775, -0.627, -0.380, 0.959, -0.727, -0.204, -0.564, 0.237, 0.312, 0.320, 0.266, 0.384, 0.384, -0.227, 0.755, -0.210, -0.295, -0.158], "spin_multiplicity": 2, "gap_ev": [9.3, 6.6], "total_charge": 1}

=====

{"formula": "C17H44Cu2O17PbS5", "method": "ωB97M-V with the def2-TZVPD basis set", "elements": ["Pb", "Cu", "Cu", "O", "C", "C", "O", "H", "H", "H", "H", "O", "S", "O", "O", "C", "C", "C", "H", "H", "H", "H", "H", "H", "H", "H", "O", "S", "O", "O", "C", "C", "C", "H", "H", "H", "H", "H", "H", "H", "H", "O", "S", "O", "O", "C", "C", "C", "H", "H", "H", "H", "H", "H", "H", "H", "O", "S", "O", "O", "C", "C", "C", "H", "H", "H", "H", "H", "H", "H", "H", "O", "S", "O", "O", "C", "C", "C", "H", "H", "H", "H", "H", "H", "H", "H"], "positions_angstrom": [[-3.423912, 2.843310, 3.268438], [-0.094715, -3.259980, 1.745943], [-1.222430, -0.543162, 3.393746], [-1.351962, 1.503491, 2.384713], [-0.307867, 1.507059, 1.388388], [-0.100425, 0.144853, 0.525144], [-0.101357, -1.035915, 1.410518], [0.567208, 1.917855, 1.891958], [-0.528329, 2.222764, 0.596386], [0.826797, 0.402571, 0.013336], [-0.804981, -0.102489, -0.268906], [-4.638078, 1.052995, 1.894803], [-4.370421, -0.384700, 1.729670], [-3.215909, -0.924009, 2.436047], [-5.697221, -1.305754, 2.067965], [-6.841189, -1.242666, 1.409853], [-8.027701, -1.943061, 1.982302], [-4.142549, -0.666373, -0.119501], [-6.708771, -1.536087, 0.368475], [-7.177756, -0.206480, 1.443677], [-8.373162, -1.576313, 2.948865], [-7.658599, -2.943280, 2.209036], [-8.910835, -1.972095, 1.344076], [-3.067834, -0.531568, -0.241630], [-4.812603, -0.025463, -0.692516], [-4.386048, -1.723955, -0.221108], [0.554705, 0.053630, 4.720381], [1.846193, 0.619211, 5.210693], [1.974913, 0.896305, 6.630775], [3.222343, -0.226798, 4.834877], [3.026070, -1.143235, 3.796090], [4.138993, -2.184464, 3.970646], [2.269599, 2.128543, 4.245904], [3.143776, -0.630385, 2.841512], [2.118102, -1.738101, 3.895277], [5.121316, -1.733659, 4.111764], [4.310029, -2.772480, 3.068932], [3.951130, -2.831280, 4.827631], [2.984337, 2.783876, 4.743681], [1.374072, 2.719337, 4.053281], [2.756806, 1.727363, 3.357204], [6.942550, 3.092588, 3.447948], [6.139444, 2.130137, 4.180421], [5.454204, 2.493270, 5.432684], [5.028608, 1.383077, 3.170758], [5.450940, 0.737675, 1.967712], [4.534424, 1.047645, 0.784339], [7.333064, 0.761500, 4.558290], [5.570534, -0.345022, 1.928076], [6.470779, 1.078506, 1.789243], [4.292167, 2.105947, 0.687377], [3.689236, 0.364758, 0.698215], [5.059862, 0.809490, -0.140477], [8.047302, 0.649360, 3.742577], [6.604235, -0.032546, 4.720745], [7.945423, 0.848064, 5.455865], [-0.668031, -2.308768, -4.816899], [-1.896820, -1.877614, -4.155496], [-2.321694, -0.483111, -4.093479], [-3.183953, -2.812583, -4.599106], [-3.566366, -2.905402, -5.956312], [-2.705759, -3.914066, -6.731065], [-1.805599, -2.397706, -2.465692], [-3.328416, -1.978661, -6.478460], [-4.618982, -3.168456, -6.060640], [-3.047647, -3.907337, -7.766033], [-2.851833, -4.915546, -6.326335], [-1.621704, -3.867282, -6.627487], [-1.542504, -3.438672, -2.277891], [-2.777745, -2.214050, -2.008204], [-1.121787, -1.810770, -1.852504], [0.405020, 4.398667, -3.403521], [-0.796877, 3.801461, -3.965170], [-1.874595, 4.616587, -4.457329], [-0.339002, 2.782834, -5.265326], [0.970341, 2.324720, -5.252966], [1.241618, 1.411751, -6.470191], [-1.459071, 2.580851, -2.808537], [1.225624, 1.772463, -4.348564], [1.531227, 3.229274, -5.488111], [0.868884, 1.908818, -7.365786], [0.816148, 0.410863, -6.397335], [2.300789, 1.217799, -6.639365], [-2.401876, 2.112373, -3.090929], [-1.550060, 3.106804, -1.858168], [-0.663836, 1.860902, -2.615199]], "forces_ev_per_angstrom": [[1.7, -1.9, -1.6], [0.0, 1.5, -0.3], [0.7, 0.5, -0.9], [-1.5, 0.2, 0.5], [-1.6, -0.4, -0.5], [-0.1, -0.4, 2.3], [0.3, 0.8, -0.1], [0.5, -0.8, -0.2], [-0.2, 0.2, -0.1], [0.6, -0.7, 0.2], [-0.6, 0.7, 0.2], [0.1, 0.2, 1.1], [-0.7, -1.8, -2.2], [-1.8, 0.4, -0.2], [6.8, 0.2, 3.5], [-4.7, 3.0, -3.5], [0.5, -1.8, 1.6], [-0.1, -0.3, 2.1], [0.0, -0.1, -0.1], [0.1, 0.5, -0.7], [0.3, 0.5, 0.0], [-0.6, -0.5, -0.2], [0.5, 0.0, -0.4], [-0.2, 0.3, -0.2], [0.3, 0.0, 0.1], [0.0, 0.0, -0.2], [2.5, 0.4, 0.2], [0.2, 1.6, 2.0], [-0.4, -0.6, -2.3], [-2.8, 1.0, 1.1], [1.7, -2.2, -0.7], [0.5, 0.1, -0.4], [-0.4, -0.7, 0.0], [-0.5, -0.1, -0.2], [-0.4, 0.7, -0.2], [0.0, 0.4, 0.3], [-0.5, -0.3, 0.0], [0.0, 0.0, -0.1], [-0.1, -0.5, 0.5], [-0.1, -0.3, -0.1], [-0.5, 0.3, -0.2], [0.6, 0.2, -0.8], [-3.5, -0.9, 3.1], [1.4, -1.0, -3.4], [1.1, 0.9, 2.2], [1.0, 0.1, -2.4], [0.4, 0.3, -0.3], [1.1, -0.6, -0.1], [-0.3, -0.3, 1.5], [0.1, 0.4, -0.5], [-0.3, -0.1, 0.2], [-0.4, 0.4, 0.6], [0.5, 0.0, 0.1], [-0.5, -0.1, -0.4], [-0.2, -0.1, -0.3], [-0.5, 0.9, 0.3], [-2.0, 1.0, 0.7], [0.0, -0.5, -0.6], [0.7, -1.5, -0.4], [1.4, 1.0, 2.1], [1.9, -0.1, -2.5], [-0.5, -1.3, 0.7], [-0.6, -0.4, 1.2], [-0.7, 0.5, 0.3], [0.1, 0.2, 0.5], [0.3, 0.0, 0.0], [-0.6, -0.2, -0.1], [-0.1, 1.0, -0.3], [-0.1, 0.0, -0.7], [-0.2, -0.2, -0.3], [0.4, 0.4, -0.7], [-1.4, -1.0, -0.3], [0.6, -0.5, -2.0], [0.9, -0.9, 0.5], [-3.0, 1.4, 2.2], [1.9, -0.3, -1.7], [-0.5, -0.1, 0.0], [0.7, 0.3, 0.5], [0.2, 0.4, 0.3], [0.9, -0.2, 0.9], [-0.1, -0.1, 0.0], [-0.4, 0.1, 0.1], [0.2, 0.4, 0.3], [0.3, 0.2, -0.4], [-0.3, 0.3, -0.1], [-0.1, -0.3, -0.4]], "mulliken_charge": [1.479, -0.076, 0.007, -0.565, -0.279, 0.317, 0.197, 0.082, 0.308, 0.355, -0.323, -0.655, 1.316, -0.448, -0.199, -0.039, -1.382, -0.551, 0.318, 0.295, 0.329, 0.354, 0.366, -0.236, 0.476, 0.512, -0.260, 0.973, -0.610, -0.263, 0.333, -1.434, -0.337, -0.082, 0.379, 0.165, 0.404, 0.402, 0.304, 0.393, -0.297, -0.237, 1.127, -0.442, -0.196, -0.189, -1.343, -0.545, 0.236, 0.664, 0.333, 0.210, 0.496, 0.391, 0.101, 0.418, -0.618, 1.206, -0.572, -0.310, -0.252, -1.087, -0.637, 0.251, 0.351, 0.368, 0.325, 0.296, 0.445, 0.059, 0.137, -0.604, 1.140, -0.583, -0.313, 0.003, -1.239, -0.831, 0.242, 0.307, 0.341, 0.233, 0.382, 0.393, 0.355, 0.163], "spin_multiplicity": 4, "gap_ev": [3.7, 1.3], "total_charge": 3}

=====

Energy above the lowest of the compared OMol25 structures with the same formula, charge and spin values, unit kcal per mole, following the record order: 0.7 45.4.
Strongest force on any atom values, unit eV Å⁻¹, following the record order: 0.7 7.7.
E values, unit eV, following the record order: -119095.2392 -201811.3064.